# 1
{
  "formula": "C13H16N4O6PRu",
  "method": "ωB97M-V with the def2-TZVPD basis set",
  "total_charge": 0,
  "multiplicity": 6,
  "s_squared": 8.7942,
  "orbital_gap_ev": [3.99, 7.53],
  "e_above_lowest_kj_mol": 64.3,
  "total_energy_ev": -43852.2111,
  "e_lumo_ha": [-0.0361, -0.0364],
  "elements": ["Ru", "O", "C", "C", "C", "N", "C", "C", "C", "O", "O", "C", "O", "O", "H", "H", "H", "O", "C", "N", "C", "N", "C", "N", "C", "P", "C", "C", "H", "H", "H", "H", "H", "H", "H", "H", "H", "H", "H", "H", "H"],
  "coordinates": [[1.47, -2.12, -1.14], [1.29, -1.81, 4.74], [1.34, -1.88, 3.38], [2.50, -1.36, 2.73], [2.51, -1.45, 1.32], [1.44, -2.01, 0.78], [0.29, -2.54, 1.30], [0.26, -2.45, 2.76], [-0.67, -3.06, 0.33], [-1.76, -3.51, 0.68], [-0.32, -2.99, -0.99], [3.57, -0.99, 0.28], [4.57, -0.45, 0.67], [3.27, -1.22, -1.00], [2.10, -1.41, 5.07], [3.32, -0.92, 3.29], [-0.57, -2.82, 3.35], [1.45, -2.08, -2.94], [-2.67, 1.56, -0.48], [-2.22, 1.38, -1.95], [-1.32, 2.58, -2.32], [-0.24, 2.72, -1.41], [-0.74, 2.86, -0.04], [-1.56, 1.73, 0.38], [-0.76, 0.48, 0.52], [0.02, -0.02, -1.08], [-1.49, 0.06, -2.15], [0.75, 1.62, -1.53], [-3.26, 0.69, -0.21], [-3.30, 2.45, -0.47], [-3.04, 1.38, -2.55], [-1.97, 3.46, -2.30], [-0.97, 2.42, -3.34], [-1.33, 3.78, 0.03], [0.11, 2.96, 0.63], [-1.41, -0.32, 0.89], [0.02, 0.64, 1.26], [-2.17, -0.75, -1.89], [-1.22, -0.03, -3.20], [1.13, 1.59, -2.55], [1.59, 1.82, -0.87]],
  "mulliken_charge": [0.313, -0.536, 1.322, -0.797, 0.071, -0.455, 0.183, -0.882, 0.542, -0.706, -0.746, 0.581, -0.621, -0.737, 0.293, 0.408, 0.495, -0.604, -0.751, 0.036, -0.714, 0.154, -0.900, 0.178, -1.121, 2.121, -1.102, -1.150, 0.400, 0.352, 0.336, 0.351, 0.390, 0.289, 0.388, 0.500, 0.442, 0.434, 0.402, 0.384, 0.457]
}


# 2
{
  "formula": "C2H6FP",
  "method": "ωB97M-V with the def2-TZVPD basis set",
  "total_charge": 0,
  "orbital_gap_ev": [7.98, 7.98],
  "e_above_lowest_kj_mol": 304.2,
  "total_energy_ev": -14174.5703,
  "e_lumo_ha": [-0.0764, -0.0764],
  "elements": ["C", "C", "F", "P", "H", "H", "H", "H", "H", "H"],
  "coordinates": [[-0.16, -1.37, -0.08], [-0.07, 1.36, 0.33], [-2.96, -0.07, -0.40], [-0.77, -0.16, 1.17], [-0.90, -2.22, -0.03], [0.83, -1.66, 0.25], [-0.13, -0.74, -1.01], [-0.12, 2.27, 0.93], [-0.93, 1.56, -0.39], [0.92, 1.29, -0.17]],
  "mulliken_charge": [-0.795, -0.959, -0.668, 0.456, 0.307, 0.380, 0.248, 0.351, 0.348, 0.332]
}


# 3
{
  "formula": "C4H8O2",
  "method": "ωB97M-V with the def2-TZVPD basis set",
  "total_charge": 0,
  "orbital_gap_ev": 8.96,
  "e_above_lowest_kj_mol": 396.4,
  "total_energy_ev": -8369.1738,
  "e_lumo_ha": -0.0196,
  "elements": ["O", "C", "C", "C", "O", "C", "H", "H", "H", "H", "H", "H", "H", "H"],
  "coordinates": [[0.56, -1.30, -0.97], [0.46, 0.09, -0.85], [-0.98, 0.44, -0.42], [-1.32, -0.30, 0.78], [0.83, -0.40, 1.41], [1.36, 0.45, 0.48], [0.71, -1.55, -0.03], [0.64, 0.51, -1.85], [-1.39, 0.03, -1.34], [-1.15, 1.52, -0.35], [-1.37, -1.38, 0.74], [-2.04, 0.16, 1.48], [1.31, 1.51, 0.81], [2.38, 0.22, 0.13]],
  "mulliken_charge": [-0.574, -0.291, -0.238, -0.538, -0.647, -0.360, 0.442, 0.427, 0.272, 0.331, 0.279, 0.287, 0.331, 0.279]
}


# 4
{
  "formula": "C3H4N2",
  "method": "ωB97M-V with the def2-TZVPD basis set",
  "total_charge": 0,
  "orbital_gap_ev": 11.01,
  "e_above_lowest_kj_mol": 352.4,
  "smiles": "C1=NN=CC1",
  "total_energy_ev": -6152.2488,
  "e_lumo_ha": 0.0310,
  "elements": ["C", "N", "N", "C", "C", "H", "H", "H", "H"],
  "coordinates": [[-1.07, -0.32, -0.07], [-0.61, -1.41, -0.11], [0.87, -1.40, 0.03], [1.20, -0.14, -0.16], [-0.13, 0.63, -0.04], [-2.24, -0.35, -0.02], [2.26, 0.34, -0.06], [-0.21, 1.77, -0.54], [-0.08, 0.88, 0.98]],
  "mulliken_charge": [-0.305, -0.278, -0.347, -0.128, -0.064, 0.339, 0.297, 0.278, 0.208]
}


# 5
{
  "formula": "C14H25NO13S2V",
  "method": "ωB97M-V with the def2-TZVPD basis set",
  "total_charge": 0,
  "multiplicity": 2,
  "s_squared": 0.7620,
  "orbital_gap_ev": [7.18, 3.04],
  "total_energy_ev": -90377.2505,
  "e_lumo_ha": [-0.0570, -0.2091],
  "elements": ["O", "V", "O", "C", "C", "C", "O", "H", "H", "H", "H", "H", "H", "H", "N", "O", "O", "O", "C", "C", "O", "S", "O", "O", "O", "H", "H", "H", "H", "O", "S", "O", "O", "C", "C", "C", "H", "H", "H", "H", "H", "H", "H", "H", "C", "C", "C", "C", "C", "C", "H", "H", "H", "H", "H", "H"],
  "coordinates": [[21.26, 18.75, 27.56], [20.12, 19.90, 27.74], [19.82, 20.36, 26.19], [21.29, 23.92, 28.75], [21.35, 22.41, 28.69], [22.25, 21.87, 29.82], [20.08, 21.84, 28.80], [20.50, 24.37, 28.15], [22.20, 24.33, 28.30], [21.10, 24.33, 29.74], [21.78, 22.18, 27.71], [21.89, 22.22, 30.79], [23.25, 22.29, 29.70], [22.41, 20.80, 29.91], [18.11, 18.93, 29.76], [19.29, 18.59, 29.39], [17.31, 18.17, 30.23], [17.82, 20.04, 29.39], [24.62, 17.62, 24.98], [24.44, 18.66, 26.16], [23.31, 19.48, 25.87], [22.97, 19.49, 24.19], [23.28, 20.74, 23.50], [21.77, 18.70, 23.94], [24.33, 18.54, 24.02], [23.83, 16.89, 24.79], [25.63, 17.21, 24.93], [25.35, 19.25, 26.17], [24.23, 18.18, 27.12], [18.34, 18.22, 26.87], [17.25, 17.18, 26.93], [16.09, 17.31, 27.83], [16.67, 16.78, 25.38], [15.68, 17.57, 24.76], [14.80, 16.61, 23.97], [18.03, 15.52, 27.31], [16.11, 18.25, 24.02], [15.11, 18.26, 25.39], [13.80, 17.04, 23.90], [14.86, 15.61, 24.41], [15.14, 16.73, 22.94], [18.61, 15.68, 28.22], [18.52, 14.91, 26.55], [17.16, 14.90, 27.48], [22.80, 17.65, 30.76], [24.07, 17.74, 31.15], [24.39, 17.87, 32.44], [23.50, 17.81, 33.48], [22.14, 17.67, 33.08], [21.78, 17.65, 31.69], [22.60, 17.74, 29.70], [24.86, 17.88, 30.43], [25.44, 18.05, 32.62], [23.83, 18.07, 34.48], [21.39, 17.82, 33.84], [20.75, 17.48, 31.41]],
  "mulliken_charge": [-0.448, 1.325, -0.515, -1.651, 1.063, -1.107, -0.773, 0.389, 0.395, 0.346, 0.078, 0.307, 0.381, 0.196, 1.180, -0.260, -0.455, -0.242, -0.299, -0.174, -0.231, 1.143, -0.531, -0.475, -0.385, 0.285, 0.258, 0.250, 0.158, -0.588, 0.986, -0.625, -0.285, -0.256, -1.061, -0.906, 0.279, 0.378, 0.323, 0.297, 0.298, 0.256, 0.352, 0.398, 0.063, -0.612, -0.108, -0.682, -0.381, -0.393, 0.340, 0.304, 0.322, 0.366, 0.327, 0.398]
}


What did the second record say?
{
  "formula": "C2H6FP",
  "method": "ωB97M-V with the def2-TZVPD basis set",
  "total_charge": 0,
  "orbital_gap_ev": [7.98, 7.98],
  "e_above_lowest_kj_mol": 304.2,
  "total_energy_ev": -14174.5703,
  "e_lumo_ha": [-0.0764, -0.0764],
  "elements": ["C", "C", "F", "P", "H", "H", "H", "H", "H", "H"],
  "coordinates": [[-0.16, -1.37, -0.08], [-0.07, 1.36, 0.33], [-2.96, -0.07, -0.40], [-0.77, -0.16, 1.17], [-0.90, -2.22, -0.03], [0.83, -1.66, 0.25], [-0.13, -0.74, -1.01], [-0.12, 2.27, 0.93], [-0.93, 1.56, -0.39], [0.92, 1.29, -0.17]],
  "mulliken_charge": [-0.795, -0.959, -0.668, 0.456, 0.307, 0.380, 0.248, 0.351, 0.348, 0.332]
}